75
Properties=species:S:1:pos:R:3 method="wB97M-V/def2-TZVPD" energy_ha=-3342.413809 s_squared=3.80 gap_ev="7.06 / 7.21" spin_multiplicity=4 e_homo_ev="-7.22 / -7.37" max_force_ev_per_a=0.816
Cr -0.952 0.693 -0.196
O -2.449 0.878 1.015
C -2.515 0.933 2.306
C -3.515 0.213 3.002
C -3.634 0.274 4.370
C -2.769 1.070 5.127
C -1.781 1.784 4.483
C -1.626 1.719 3.095
C -0.569 2.454 2.421
N 0.150 2.009 1.402
C 1.041 3.003 1.071
C 0.883 4.055 1.915
N -0.149 3.701 2.757
H -4.176 -0.394 2.395
H -4.402 -0.307 4.865
H -2.869 1.125 6.203
H -1.087 2.382 5.066
H 1.728 2.893 0.248
H 1.374 5.011 1.970
H -0.557 4.279 3.471
C 3.588 -3.841 -2.306
C 2.588 -2.780 -2.681
C 1.224 -2.988 -2.488
C 0.293 -2.042 -2.880
C 0.730 -0.861 -3.458
C 2.080 -0.626 -3.652
C 3.003 -1.584 -3.260
S -0.420 0.304 -4.181
O -1.387 -0.500 -4.867
O 0.342 1.271 -4.919
N -1.240 1.111 -2.975
C -1.012 2.413 -2.541
C -0.686 3.475 -3.388
C -0.673 4.751 -2.865
C -1.036 4.957 -1.538
C -1.316 3.850 -0.767
N -1.255 2.605 -1.234
H 3.267 -4.400 -1.427
H 4.568 -3.403 -2.112
H 3.703 -4.555 -3.124
H 0.883 -3.914 -2.037
H -0.760 -2.232 -2.731
H 2.387 0.306 -4.105
H 4.061 -1.408 -3.421
H -0.458 3.277 -4.422
H -0.410 5.588 -3.498
H -1.100 5.951 -1.118
H -1.609 3.945 0.272
F 0.722 0.666 -1.146
C -1.878 0.245 -1.970
F -3.212 0.706 -1.840
H -1.987 -0.724 -2.458
C 2.410 -0.577 0.234
N 2.335 -1.239 1.562
C 2.715 -2.665 1.448
C 0.965 -1.008 2.208
C -0.154 -1.818 1.602
C -0.423 -3.072 2.165
C -1.421 -3.876 1.656
C -2.173 -3.394 0.590
C -1.927 -2.134 0.075
C -0.902 -1.283 0.539
H 3.376 -0.779 -0.227
H 2.258 0.493 0.342
H 1.609 -0.949 -0.397
H 3.010 -0.787 2.173
H 2.016 -3.156 0.778
H 2.677 -3.145 2.422
H 3.724 -2.737 1.043
H 0.757 0.050 2.070
H 1.079 -1.229 3.271
H 0.139 -3.412 3.031
H -1.628 -4.845 2.092
H -2.976 -3.995 0.177
H -2.594 -1.784 -0.703